(1)
The following is a DFT calculation (the ωB97M-V functional and the def2-TZVPD basis) of a cluster of 2 separate species, C4H4O in total.

As for the expectation value of S²: 2.0162. The value obtained for the molecular weight is 68.1 g mol⁻¹. For the HOMO-LUMO gap (alpha / beta), the calculation gives 0.143 / 0.151 hartree. The LUMO energy (alpha / beta) is -0.5 / -3.7 eV. The HOMO energy (alpha / beta) comes out at -4.432 / -7.847 eV.

Structure (ORCA input):
```
! RIJCOSX wB97M-V def2-TZVPD def2/J DEFGRID3
* xyz 0 3
C 0.76394 -0.77673 1.18128
C 0.41155 -2.09127 1.13528
C -0.74172 1.76382 -1.47081
C -0.32417 -1.12135 0.38538
O -1.90419 1.95996 -1.70571
H 1.42154 -0.11373 1.62794
H 0.62224 -3.02007 1.44720
H 0.11455 1.83209 -2.10597
H -0.36374 1.56728 -0.49458
*
```

***

(2)
The following is a DFT calculation (the ωB97M-V functional and the def2-TZVPD basis) of a structure of composition C15H42BCuN2O5.

The value obtained for the molecular weight is 404.9 g mol⁻¹. For the HOMO-LUMO gap, the calculation gives 0.270 hartree. The LUMO energy is 0.4 eV. The HOMO energy comes out at -6.961 eV.

Structure (ORCA input):
```
! RIJCOSX wB97M-V def2-TZVPD def2/J DEFGRID3
* xyz 0 1
Cu 1.51843 -1.34894 0.00224
B 1.89109 -0.34848 1.77201
H 1.85517 -1.30857 2.26313
H 2.64598 -0.31809 1.00165
H 0.91797 -0.17449 1.33955
H 2.00759 0.39312 2.54706
C 0.84288 -4.39148 1.82621
O 1.69312 -3.38170 1.27052
C 2.98249 -3.84593 0.87542
C 3.77116 -2.57920 0.47153
N 3.31398 -2.07247 -0.81551
C 3.80974 -0.71785 -1.15952
C 3.06195 -0.10852 -2.36400
O 1.64518 -0.14251 -2.06210
C 0.87479 0.44909 -3.12005
H -0.16443 -4.03226 2.03689
H 1.26478 -4.76437 2.75951
H 0.80472 -5.22862 1.12918
H 2.97186 -4.50334 0.00605
H 3.47605 -4.31827 1.72477
H 4.85198 -2.69745 0.39447
H 3.59066 -1.81032 1.22276
H 3.47293 -2.78230 -1.51621
H 4.88239 -0.83076 -1.31691
H 3.61244 -0.07955 -0.29828
H 3.20752 -0.70309 -3.26589
H 3.45263 0.90240 -2.48024
H 0.96910 -0.09989 -4.05698
H 1.11412 1.48942 -3.34036
H -0.17484 0.48983 -2.82902
C -5.58705 5.58819 1.47602
O -4.17911 5.81154 1.57552
C -3.37142 4.85514 0.92617
C -3.55667 3.35945 1.42464
N -2.42484 2.50880 1.08290
C -1.99417 2.51645 -0.40839
C -0.83201 1.50186 -0.67054
O 0.27621 1.73537 0.22351
C 1.48463 1.20768 -0.29214
H -5.89338 5.60929 0.43017
H -6.14902 6.40611 1.92688
H -5.85271 4.68151 2.01956
H -2.36908 5.21022 1.16558
H -3.56973 4.89880 -0.14475
H -4.43013 3.00005 0.88058
H -3.69213 3.34903 2.50614
H -2.66354 1.57702 1.39095
H -1.62507 3.49679 -0.70975
H -2.80777 2.32757 -1.10875
H -0.50503 1.62192 -1.70338
H -1.11002 0.45239 -0.57345
H 1.37521 0.12464 -0.34791
H 2.39097 1.43741 0.26811
H 1.65790 1.54410 -1.31434
C -0.59482 -2.49846 -1.54557
C -1.13233 -1.67204 -0.36971
C -2.14791 -2.46547 0.50448
O -0.08958 -1.30780 0.47141
H -1.41383 -2.94853 -2.10661
H 0.15778 -3.22321 -1.23502
H -0.10699 -1.89456 -2.31072
H -1.60588 -0.80571 -0.83158
H -2.95483 -2.84085 -0.12485
H -2.60488 -1.85995 1.28717
H -1.76641 -3.40178 0.91177
H -0.47577 -1.03842 1.30801
*
```

***

Calculated relative energy (zero: lowest compared OMol25 entry of this formula, charge and spin) (kcal/mol), listed in the same order as above: 132.1 193.7
Calculated maximum force (Eh/bohr), listed in the same order as above: 0.0681 0.1448